Here is 2 unconnected molecules or ions with the total composition C5H11N6 at a distorted geometry from the OMol25 dataset. Energies are from the ωB97M-V functional and the def2-TZVPD basis.

Bonds (Å) are listed after each position.
Element x y z (Å)
1 C 0.9471 1.3904 -0.2725  N6 1.129, N11 1.373
2 C -0.7487 2.6829 0.6397  N10 1.324, N11 1.331, H12 1.159
3 C 0.8977 -1.4959 -3.2387  C5 1.518, H13 1.106, H14 1.083, H15 1.075
4 C -1.9375 2.1181 2.7014  N10 1.407, H16 1.137, H17 1.001, H18 1.059
5 C 1.8530 -2.0468 -2.1962  C3 1.518, N9 1.477, H19 1.058, H20 1.034
6 N 1.9407 1.4748 -0.8017  C1 1.129
7 N -0.5934 -1.0161 0.1781  N8 1.138
8 N 0.2938 -1.3652 -0.4428  N7 1.138, N9 1.181
9 N 1.3700 -1.5667 -0.8860  C5 1.477, N8 1.181
10 N -1.5995 2.9494 1.6181  C2 1.324, C4 1.407, H21 0.955
11 N -0.2478 1.4739 0.3981  C1 1.373, C2 1.331, H22 1.065
12 H -0.3455 3.5641 0.0046  C2 1.159
13 H 1.3387 -0.8928 -4.0544  C3 1.106
14 H 0.1454 -0.8486 -2.8045  C3 1.083
15 H 0.4716 -2.3060 -3.8020  C3 1.075
16 H -1.1424 1.7492 3.4254  C4 1.137
17 H -2.6696 2.5526 3.2285  C4 1.001
18 H -2.3598 1.2470 2.2719  C4 1.059
19 H 2.8660 -1.7520 -2.2765  C5 1.058
20 H 1.8878 -3.0800 -2.1639  C5 1.034
21 H -2.2416 3.6322 1.4370  N10 0.955
22 H -0.5126 0.4633 0.6026  N11 1.065

The multiplicity is 3. The orbital gap (spin up / spin down) is 3.96 / 4.09 eV. Its net charge is +1. The value obtained for the maximum force is 0.1126 Eh/bohr. The HOMO energy (spin up / spin down) is -0.3276 / -0.4795 Eh. For the relative energy (zero: lowest compared OMol25 entry of this formula, charge and spin), the calculation gives 275.2 kJ/mol.

---

Here is 6 unconnected molecules or ions with the total composition H12O6 from the OMol25 dataset. Energies are from the ωB97M-V functional and the def2-TZVPD basis.

Bonds (Å) are listed after each position.
Element x y z (Å)
1 H 0.1982 0.7907 -0.3353  O13 0.964
2 H -0.7527 -0.3286 0.0559  O13 0.964
3 H -2.3798 1.5836 -0.1057  O14 0.964
4 H -1.5100 2.7195 0.4075  O14 0.964
5 H -0.0013 2.9429 1.4897  O15 0.964
6 H -1.3793 3.3663 1.9713  O15 0.964
7 H 1.8300 -1.0396 2.8766  O16 0.964
8 H 0.7261 -0.0014 2.7594  O16 0.964
9 H -2.7822 0.1155 -2.9943  O17 0.964
10 H -1.6045 -0.7668 -3.3747  O17 0.964
11 H 3.6292 -4.4369 -1.1849  O18 0.964
12 H 2.7204 -3.3291 -1.6917  O18 0.964
13 O 0.1841 -0.1320 -0.0570  H1 0.964, H2 0.964
14 O -1.5505 2.0434 -0.2783  H3 0.964, H4 0.964
15 O -0.5074 3.1103 2.2927  H5 0.964, H6 0.964
16 O 1.2489 -0.4848 3.4091  H7 0.964, H8 0.964
17 O -2.5681 -0.7511 -3.3578  H9 0.964, H10 0.964
18 O 3.3562 -3.9879 -1.9929  H11 0.964, H12 0.964

The orbital gap is 11.02 eV. The value obtained for the maximum force is 0.0114 Eh/bohr. The HOMO energy is -0.4139 Eh. For the relative energy (zero: lowest compared OMol25 entry of this formula, charge and spin), the calculation gives 186.6 kJ/mol.

---

Here is a single C3H9N5 molecule at a distorted geometry from the OMol25 dataset. Energies are from the ωB97M-V functional and the def2-TZVPD basis.

Bonds (Å) are listed after each position.
Element x y z (Å)
1 C 0.6765 -0.4487 -1.6855  N2 1.444, H15 1.093, H16 1.093, H17 1.093
2 N 0.1747 0.1482 -0.4696  C1 1.444, C3 1.343, C4 1.598
3 C -1.0972 0.0186 -0.0571  N2 1.343, N5 1.366, N7 1.307
4 C 0.9374 0.0000 0.9266  N2 1.598, N6 1.385, N8 1.281
5 N -2.1124 -0.3465 -0.8951  C3 1.366, H11 1.006, H12 1.006
6 N 0.9778 1.1310 1.7244  C4 1.385, H9 1.022, H10 1.011
7 N -1.1076 -0.0622 1.2477  C3 1.307, H13 1.014
8 N 1.9431 -0.7859 0.8176  C4 1.281, H14 1.014
9 H 0.8195 1.9875 1.1905  N6 1.022
10 H 0.4749 1.4607 2.5371  N6 1.011
11 H -2.9865 -0.6278 -0.4834  N5 1.006
12 H -1.9578 -0.3074 -1.8882  N5 1.006
13 H -1.9865 0.0746 1.7341  N7 1.014
14 H 2.7835 -0.4221 1.2530  N8 1.014
15 H 0.1003 -1.3193 -2.0104  C1 1.093
16 H 0.6713 0.2818 -2.4987  C1 1.093
17 H 1.6891 -0.7823 -1.4429  C1 1.093

The orbital gap is 9.11 eV. The value obtained for the maximum force is 0.0784 Eh/bohr. The HOMO energy is -0.3064 Eh. For the relative energy (zero: lowest compared OMol25 entry of this formula, charge and spin), the calculation gives 302.6 kJ/mol.

---

Calculated total energy (eV)
-14288.0896, -12479.1802, -10704.9116